(1)
The following is a DFT calculation (ωB97M-V/def2-TZVPD) of C33H12BrF15GeN3PtSSe2 as an isolated structure at a distorted geometry.

```
69
C33H12BrF15GeN3PtSSe2 ωB97M-V/def2-TZVPD
Pt 0.008 0.215 -0.041
Se 0.560 -0.188 2.875
Se 1.336 1.921 2.208
C 2.619 1.321 0.886
C 3.960 1.618 1.053
C 4.864 1.168 0.102
C 4.397 0.437 -0.980
C 3.039 0.191 -1.080
N 2.171 0.628 -0.167
C -1.352 0.065 2.640
C -2.192 0.179 3.730
C -3.549 0.357 3.483
C -4.000 0.414 2.175
C -3.083 0.284 1.144
N -1.788 0.105 1.382
H 4.284 2.184 1.915
H 5.919 1.375 0.213
H 5.069 0.070 -1.742
H 2.630 -0.358 -1.918
H -1.797 0.142 4.735
H -4.241 0.470 4.307
H -5.046 0.564 1.946
H -3.387 0.342 0.105
F -4.289 2.036 -2.286
C -4.121 3.352 -2.519
C -2.906 3.796 -3.017
C -2.799 5.148 -3.292
F -1.669 5.633 -3.817
C -3.841 6.029 -3.060
F -3.707 7.323 -3.331
C -5.032 5.553 -2.535
F -6.031 6.388 -2.295
C -5.179 4.202 -2.264
F -6.321 3.737 -1.761
Ge -1.469 2.446 -3.229
S -1.333 1.786 -1.153
C -2.225 1.205 -4.576
C -2.745 1.746 -5.741
F -2.648 3.066 -5.948
C -3.321 0.960 -6.721
F -3.802 1.502 -7.833
C -3.382 -0.414 -6.536
F -3.931 -1.181 -7.463
C -2.861 -0.982 -5.385
F -2.912 -2.302 -5.203
C -2.288 -0.165 -4.428
F -1.779 -0.731 -3.317
C 0.180 3.240 -3.983
C 0.807 4.234 -3.248
F 0.312 4.553 -2.045
C 1.912 4.916 -3.717
F 2.491 5.867 -2.988
C 2.420 4.589 -4.966
F 3.486 5.220 -5.429
C 1.824 3.593 -5.722
F 2.320 3.276 -6.914
C 0.719 2.927 -5.219
F 0.185 1.949 -5.957
Br -0.052 -6.204 -2.240
C -0.040 -4.488 -1.473
C 1.060 -4.051 -0.747
C 1.034 -2.773 -0.225
N -0.007 -1.954 -0.385
C -1.072 -2.388 -1.067
C -1.132 -3.646 -1.631
H 1.917 -4.691 -0.596
H 1.870 -2.398 0.353
H -1.897 -1.695 -1.170
H -2.003 -3.955 -2.190
```

Computed properties:
Orbital gap (alpha / beta) in eV: 6.5 / 6.6
Total charge: +1
Multiplicity: 1
Energy relative to the best compared isomer or geometry (same formula, charge and spin) in kcal per mole: 42.1
Molar mass in g/mol: 1273.03
LUMO (alpha / beta) in Ha: -0.156 / -0.146

natural (NBO) population analysis, charges in e, atoms 1 to 8:
1 Pt 0.8888
2 Se 0.2064
3 Se 0.2606
4 C 0.0324
5 C -0.2372
6 C -0.1235
7 C -0.2365
8 C 0.0665

***

(2)
The following is a DFT calculation (ωB97M-V/def2-TZVPD) of C33H18BrF4LaNO4PS as an isolated structure at a distorted geometry.

```
64
C33H18BrF4LaNO4PS ωB97M-V/def2-TZVPD
La 11.861 6.750 10.109
F 8.134 5.510 16.979
C 8.534 6.288 15.976
C 8.372 7.665 15.939
F 7.738 8.302 16.896
C 8.819 8.409 14.824
F 8.597 9.738 14.836
C 9.500 7.801 13.731
P 10.363 8.743 12.474
C 9.124 9.760 11.694
C 9.558 10.941 11.055
C 8.623 11.796 10.503
C 7.255 11.458 10.579
C 6.886 10.299 11.259
C 7.783 9.448 11.807
C 11.450 9.892 13.331
C 10.972 11.105 13.848
C 11.868 12.022 14.352
C 13.236 11.816 14.295
C 13.727 10.630 13.761
C 12.838 9.659 13.290
C 9.445 6.384 13.682
Br 9.827 5.361 12.027
C 9.050 5.715 14.810
F 9.102 4.367 14.807
H 10.624 11.139 10.967
H 8.990 12.721 10.069
H 6.538 12.096 10.086
H 5.819 10.034 11.296
H 7.428 8.536 12.272
H 9.894 11.339 13.925
H 11.427 12.989 14.641
H 13.921 12.573 14.641
H 14.808 10.435 13.811
H 13.235 8.739 12.893
S 16.577 6.626 11.591
C 15.678 6.288 13.036
C 16.171 6.186 14.342
C 15.357 5.657 15.316
C 13.977 5.471 15.070
C 13.416 5.690 13.835
C 14.264 6.094 12.781
N 13.962 6.350 11.446
C 15.063 6.572 10.724
C 15.056 6.674 9.305
C 16.262 6.478 8.568
C 16.193 6.618 7.203
C 14.994 6.874 6.537
C 13.820 6.974 7.224
C 13.881 6.856 8.601
H 17.174 6.443 14.522
H 15.768 5.450 16.280
H 13.366 5.105 15.876
H 12.326 5.700 13.696
H 17.176 6.320 9.084
H 17.102 6.520 6.633
H 15.034 6.958 5.471
H 12.849 7.040 6.771
O 9.538 8.073 6.495
C 10.069 7.564 7.481
O 10.871 8.036 8.385
C 10.019 5.946 7.704
O 9.142 5.230 7.212
O 11.070 5.545 8.388
```

Computed properties:
Orbital gap in eV: 6.6
Total charge: 0
Multiplicity: 1
Energy relative to the best compared isomer or geometry (same formula, charge and spin) in kcal per mole: 0.0
Molar mass in g/mol: 850.35
LUMO in Ha: -0.046

Löwdin population analysis, charges in e, atoms 1 to 8:
1 La 1.7966
2 F 0.1526
3 C -0.1165
4 C -0.1359
5 F 0.1547
6 C -0.1640
7 F 0.0977
8 C -0.3196

***

(3)
The following is a DFT calculation (ωB97M-V/def2-TZVPD) of C33H19F4N11OPt as an isolated structure at a distorted geometry.

```
69
C33H19F4N11OPt ωB97M-V/def2-TZVPD
Pt 1.241 -0.281 -0.433
N 4.307 0.210 0.517
C 5.434 -0.348 0.985
C 5.155 -1.674 1.242
C 3.813 -1.838 0.899
N 3.313 -0.685 0.468
H 4.163 1.172 0.235
H 6.344 0.206 1.103
H 5.820 -2.419 1.627
H 3.214 -2.729 0.950
N -3.295 -5.355 2.050
C -4.256 -5.632 2.985
C -5.160 -6.671 3.142
C -6.010 -6.609 4.241
C -5.976 -5.540 5.142
C -5.093 -4.492 4.989
C -4.238 -4.522 3.878
N -3.329 -3.626 3.452
C -2.760 -4.141 2.377
C -1.713 -3.446 1.675
C -0.875 -4.026 0.717
C 0.096 -3.251 0.110
N 0.278 -1.964 0.401
C -0.502 -1.402 1.341
C -1.499 -2.093 1.989
H -3.068 -5.930 1.256
H -5.228 -7.479 2.430
H -6.720 -7.408 4.398
H -6.662 -5.547 5.975
H -5.028 -3.685 5.699
H -0.968 -5.069 0.450
H 0.761 -3.687 -0.626
H -0.310 -0.356 1.596
H -2.128 -1.619 2.725
F 1.942 4.693 -1.097
C 1.132 5.526 -0.426
C 1.410 6.864 -0.377
F 2.486 7.329 -0.998
C 0.567 7.778 0.332
C -0.591 7.204 0.947
C -0.857 5.861 0.891
F -1.931 5.373 1.506
C 0.009 4.953 0.227
C -0.186 3.563 0.242
C 0.723 2.622 -0.186
N 1.464 1.736 -0.373
C -1.292 2.906 0.827
N -2.121 2.250 1.270
F -1.425 7.994 1.605
C 0.855 9.141 0.423
C 1.996 9.745 -0.142
N 2.903 10.298 -0.574
C 0.025 10.065 1.093
N -0.618 10.865 1.605
N 2.364 -0.700 -7.589
C 1.714 -1.553 -6.786
O 1.269 -2.615 -7.153
C 1.561 -1.160 -5.326
C 0.699 -1.943 -4.561
C 0.552 -1.679 -3.213
N 1.219 -0.695 -2.615
C 2.052 0.061 -3.330
C 2.248 -0.132 -4.689
H 2.464 -0.971 -8.557
H 2.673 0.216 -7.314
H 0.165 -2.752 -5.035
H -0.114 -2.273 -2.603
H 2.582 0.848 -2.802
H 2.940 0.515 -5.205
```

Computed properties:
Orbital gap (alpha / beta) in eV: 3.8 / 3.9
Total charge: +2
Multiplicity: 1
Energy relative to the best compared isomer or geometry (same formula, charge and spin) in kcal per mole: 76.0
Molar mass in g/mol: 856.66
LUMO (alpha / beta) in Ha: -0.311 / -0.311

natural (NBO) population analysis, charges in e, atoms 1 to 8:
1 Pt 1.0885
2 N -0.3193
3 C 0.0033
4 C -0.3126
5 C -0.0059
6 N -0.3676
7 H 0.4282
8 H 0.2501

***

(4)
The following is a DFT calculation (ωB97M-V/def2-TZVPD) of C33H21BrN5OReS3 as an isolated structure.

```
65
C33H21BrN5OReS3 ωB97M-V/def2-TZVPD
Re -0.054 -0.050 0.584
S -1.251 5.692 -0.283
C -1.979 7.229 -0.384
C -3.336 7.144 -0.459
C -3.790 5.800 -0.438
C -2.771 4.894 -0.349
C -2.875 3.427 -0.289
C -1.721 2.643 -0.125
N -1.739 1.320 -0.044
C -2.939 0.685 -0.115
C -4.138 1.371 -0.293
C -5.363 0.616 -0.365
C -5.355 -0.728 -0.260
C -4.125 -1.452 -0.064
C -4.062 -2.846 0.060
C -2.848 -3.470 0.253
C -1.706 -2.656 0.344
N -1.733 -1.335 0.238
C -2.934 -0.735 0.018
C -2.717 -4.930 0.377
C -3.709 -5.867 0.299
C -3.230 -7.194 0.457
C -1.883 -7.236 0.650
S -1.193 -5.679 0.643
C -4.083 2.767 -0.379
H -1.367 8.116 -0.381
H -3.986 8.003 -0.525
H -4.836 5.530 -0.484
H -0.746 3.102 -0.040
H -6.292 1.153 -0.504
H -6.279 -1.289 -0.313
H -4.978 -3.422 0.006
H -0.731 -3.088 0.523
H -4.750 -5.631 0.136
H -3.858 -8.072 0.429
H -1.259 -8.102 0.799
H -5.005 3.319 -0.512
S -0.941 0.335 2.762
C 0.401 -0.012 3.750
N 1.313 -0.245 4.418
O 0.939 2.666 1.294
N 1.234 1.567 0.793
C 1.051 -1.364 0.902
C 1.966 -2.454 1.153
C 1.954 -3.089 2.398
C 2.868 -4.097 2.664
C 3.792 -4.469 1.697
C 3.793 -3.856 0.449
C 2.878 -2.856 0.174
H 1.250 -2.772 3.155
H 2.864 -4.584 3.629
H 4.516 -5.243 1.914
H 4.500 -4.165 -0.310
H 2.848 -2.404 -0.807
Br 5.184 -0.474 -1.983
C 4.532 0.607 -0.601
C 5.391 1.352 0.196
C 4.854 2.183 1.163
C 3.486 2.251 1.330
N 2.700 1.492 0.561
C 3.171 0.686 -0.398
H 6.460 1.286 0.052
H 5.487 2.786 1.797
H 2.968 2.865 2.051
H 2.440 0.162 -0.994
```

Computed properties:
<S²>: 1.0824
Orbital gap (alpha / beta) in eV: 6.1 / 6.3
Total charge: +1
Multiplicity: 2
Energy relative to the best compared isomer or geometry (same formula, charge and spin) in kcal per mole: 52.2
Molar mass in g/mol: 865.88
LUMO (alpha / beta) in Ha: -0.131 / -0.144

natural (NBO) population analysis, charges in e, atoms 1 to 8:
1 Re 0.6722
2 S 0.4716
3 C -0.3939
4 C -0.2461
5 C -0.2056
6 C -0.2623
7 C -0.0681
8 C 0.1171

***

(5)
The following is a DFT calculation (ωB97M-V/def2-TZVPD) of C33H21F6IN4O13S2TeW as an isolated structure at a distorted geometry.

```
82
C33H21F6IN4O13S2TeW ωB97M-V/def2-TZVPD
W -0.649 0.650 -0.253
O -1.316 -2.339 -5.728
C -1.216 -1.738 -4.529
C -1.597 -2.344 -3.338
C -1.434 -1.641 -2.162
N -0.922 -0.416 -2.132
C -0.590 0.178 -3.284
C -0.714 -0.433 -4.501
C -0.125 1.585 -3.049
O 0.114 2.369 -3.925
O -0.057 1.826 -1.754
C -1.784 -2.146 -0.795
O -2.330 -3.214 -0.622
O -1.419 -1.288 0.104
H -1.683 -3.227 -5.630
H -2.019 -3.341 -3.289
H -0.425 0.087 -5.404
F 5.205 2.564 0.559
C 4.231 2.750 1.442
F 4.693 3.498 2.425
F 3.885 1.569 1.945
S 2.809 3.559 0.592
O 2.432 2.659 -0.467
O 3.260 4.872 0.269
N 1.804 3.539 1.827
S 0.284 3.310 1.827
O -0.284 2.634 0.658
O -0.190 2.866 3.099
C -0.433 4.982 1.560
F -1.756 4.903 1.522
F -0.014 5.473 0.407
F -0.084 5.795 2.534
I -6.623 0.350 -0.405
C -4.923 1.493 -0.747
C -5.010 2.812 -1.168
C -3.838 3.518 -1.376
C -2.625 2.897 -1.158
N -2.549 1.621 -0.756
C -3.677 0.927 -0.553
H -5.974 3.277 -1.327
H -3.858 4.550 -1.698
H -1.683 3.407 -1.301
H -3.562 -0.091 -0.208
Te 2.095 -0.413 -0.415
C 2.470 -0.680 -2.473
C 2.629 0.491 -3.209
C 2.827 0.424 -4.581
C 2.882 -0.807 -5.217
C 2.756 -1.975 -4.475
C 2.552 -1.918 -3.103
C 1.804 -2.399 0.246
C 2.496 -2.702 1.416
C 2.318 -3.932 2.036
C 1.448 -4.862 1.489
C 0.761 -4.563 0.321
C 0.938 -3.337 -0.299
H 2.586 1.456 -2.719
H 2.931 1.340 -5.148
H 3.036 -0.859 -6.287
H 2.826 -2.939 -4.964
H 2.486 -2.835 -2.535
H 3.182 -1.982 1.849
H 2.855 -4.151 2.949
H 1.301 -5.818 1.974
H 0.063 -5.275 -0.100
H 0.385 -3.123 -1.197
O -1.858 0.683 1.615
C -0.913 0.166 2.266
O 0.195 0.056 1.645
C -1.061 -0.310 3.649
C -2.225 -0.040 4.360
C -2.359 -0.494 5.662
C -1.336 -1.220 6.254
C -0.189 -1.472 5.522
C -0.025 -1.031 4.225
N 0.903 -2.244 6.153
O 0.762 -2.569 7.314
O 1.930 -2.386 5.518
H -3.011 0.529 3.883
H -3.259 -0.282 6.222
H -1.411 -1.585 7.267
H 0.880 -1.243 3.676
```

Computed properties:
Orbital gap (alpha / beta) in eV: 6.7 / 6.7
Total charge: 0
Multiplicity: 1
Energy relative to the best compared isomer or geometry (same formula, charge and spin) in kcal per mole: 0.0
Molar mass in g/mol: 1298.01
LUMO (alpha / beta) in Ha: -0.035 / -0.035

Löwdin population analysis, charges in e, atoms 1 to 8:
1 W 1.6084
2 O 0.1014
3 C -0.2675
4 C 0.0939
5 C -0.1674
6 N 0.0195
7 C -0.1575
8 C 0.1040

***

(6)
The following is a DFT calculation (ωB97M-V/def2-TZVPD) of C33H21F6IN4O13S2TeW as an isolated structure.

```
82
C33H21F6IN4O13S2TeW ωB97M-V/def2-TZVPD
W -0.713 0.573 0.048
O -1.723 -4.971 -2.728
C -1.537 -3.799 -2.103
C -2.013 -3.536 -0.819
C -1.750 -2.304 -0.270
N -1.059 -1.373 -0.915
C -0.678 -1.591 -2.173
C -0.872 -2.791 -2.805
C -0.209 -0.322 -2.813
O 0.242 -0.266 -3.927
O -0.433 0.688 -2.013
C -2.321 -1.762 1.003
O -3.014 -2.388 1.750
O -2.055 -0.465 1.078
H -2.229 -5.578 -2.176
H -2.607 -4.245 -0.255
H -0.562 -2.921 -3.832
F -0.992 4.206 1.987
C -2.298 4.139 1.733
F -2.547 4.773 0.591
F -2.952 4.748 2.717
S -2.864 2.378 1.640
O -2.209 1.982 0.320
O -4.278 2.477 1.497
N -2.373 1.641 2.869
S -0.766 1.318 3.206
O -0.147 1.496 1.755
O -0.675 -0.110 3.536
C 1.985 2.003 4.435
F 2.276 3.170 3.886
F 1.673 2.134 5.710
F 2.980 1.139 4.272
I -7.242 0.494 0.229
C -5.620 0.986 -0.972
C -5.593 2.167 -1.693
C -4.474 2.444 -2.460
C -3.425 1.539 -2.462
N -3.447 0.407 -1.761
C -4.527 0.135 -1.035
H -6.422 2.861 -1.647
H -4.409 3.357 -3.034
H -2.518 1.736 -3.022
H -4.522 -0.786 -0.462
Te 1.251 -1.114 1.674
C 2.440 -1.995 0.152
C 3.731 -1.506 -0.010
C 4.543 -1.998 -1.023
C 4.068 -2.979 -1.880
C 2.783 -3.475 -1.716
C 1.970 -2.984 -0.705
C 0.664 -2.882 2.670
C 0.908 -2.880 4.040
C 0.586 -3.991 4.804
C 0.019 -5.107 4.205
C -0.228 -5.107 2.841
C 0.092 -3.997 2.073
H 4.110 -0.744 0.661
H 5.548 -1.614 -1.141
H 4.699 -3.358 -2.673
H 2.408 -4.242 -2.383
H 0.970 -3.380 -0.590
H 1.328 -2.004 4.517
H 0.773 -3.980 5.870
H -0.235 -5.973 4.802
H -0.677 -5.972 2.370
H -0.110 -4.018 1.013
O 1.403 0.852 -0.281
C 1.239 2.066 -0.657
O 0.071 2.510 -0.545
C 2.350 2.861 -1.195
C 3.662 2.455 -0.980
C 4.709 3.205 -1.492
C 4.444 4.349 -2.228
C 3.128 4.725 -2.434
C 2.065 4.005 -1.929
N 2.851 5.941 -3.223
O 3.805 6.595 -3.593
O 1.690 6.226 -3.422
H 3.849 1.553 -0.413
H 5.732 2.900 -1.322
H 5.236 4.954 -2.644
H 1.047 4.321 -2.100
```

Computed properties:
<S²>: 2.0105
Orbital gap (alpha / beta) in eV: 6.6 / 7.2
Total charge: 0
Multiplicity: 3
Energy relative to the best compared isomer or geometry (same formula, charge and spin) in kcal per mole: 76.1
Molar mass in g/mol: 1298.01
LUMO (alpha / beta) in Ha: -0.068 / -0.059

Löwdin population analysis, charges in e, atoms 1 to 8:
1 W 1.8582
2 O 0.1104
3 C -0.2655
4 C 0.0848
5 C -0.1909
6 N 0.0171
7 C -0.1504
8 C 0.1057

***

(7)
The following is a DFT calculation (ωB97M-V/def2-TZVPD) of a 3-piece molecular cluster, C33H22BIO5 overall at a distorted geometry.

```
62
C33H22BIO5 ωB97M-V/def2-TZVPD
O 5.438 0.667 -3.131
C 5.274 -0.203 -2.290
C 6.293 -1.257 -2.092
C 7.460 -1.243 -2.860
C 8.441 -2.208 -2.652
C 8.262 -3.188 -1.678
C 7.092 -3.215 -0.924
C 6.103 -2.253 -1.134
C 4.855 -2.301 -0.340
O 4.666 -3.204 0.460
C 3.846 -1.236 -0.523
C 2.680 -1.249 0.246
C 1.740 -0.234 0.105
C 1.960 0.799 -0.805
C 3.114 0.808 -1.584
C 4.058 -0.213 -1.448
H 7.608 -0.479 -3.617
H 9.350 -2.193 -3.247
H 9.033 -3.934 -1.508
H 6.956 -3.985 -0.169
H 2.504 -2.048 0.961
H 0.836 -0.245 0.708
H 1.230 1.597 -0.908
H 3.277 1.615 -2.293
O -3.266 2.547 2.084
C -3.641 2.908 0.980
C -3.306 2.115 -0.223
C -2.572 0.934 -0.090
C -2.286 0.162 -1.212
C -2.733 0.565 -2.470
C -3.449 1.750 -2.608
C -3.732 2.531 -1.485
C -4.479 3.798 -1.644
O -4.804 4.189 -2.754
C -4.831 4.580 -0.439
C -5.567 5.760 -0.574
C -5.933 6.485 0.556
C -5.565 6.035 1.823
C -4.819 4.868 1.959
C -4.446 4.140 0.827
H -2.225 0.612 0.888
H -1.719 -0.758 -1.106
H -2.521 -0.044 -3.343
H -3.790 2.061 -3.591
H -5.861 6.113 -1.558
H -6.508 7.400 0.450
H -5.859 6.596 2.705
H -4.534 4.525 2.950
C -2.637 -1.229 4.427
C -2.936 -2.107 3.481
C -3.085 -3.188 2.278
B -2.250 -4.510 2.763
I -2.877 -5.617 4.538
C -0.902 -5.006 1.937
C 0.288 -4.012 2.469
O 0.644 -2.975 1.797
H -2.164 -0.361 5.035
H -4.200 -3.449 2.094
H -2.560 -2.790 1.314
H -0.669 -6.105 2.227
H -1.063 -4.876 0.791
H 0.737 -4.284 3.506
```

Computed properties:
Orbital gap in eV: 8.5
Total charge: 0
Multiplicity: 1
Energy relative to the best compared isomer or geometry (same formula, charge and spin) in kcal per mole: 52.0
Molar mass in g/mol: 636.25
LUMO in Ha: -0.039

natural (NBO) population analysis, charges in e, atoms 1 to 8:
1 O -0.5278
2 C 0.5209
3 C -0.0536
4 C -0.1726
5 C -0.1967
6 C -0.1955
7 C -0.1514
8 C -0.1534

***

Number 1: E -12898.0155 Eh. Number 2: E -5368.6929 Eh. Number 3: E -2464.6099 Eh. Number 4: E -5465.7276 Eh. Number 5: E -4495.7237 Eh. Number 6: E -4495.6058 Eh. Number 7: E -1969.3909 Eh.